Entry 1:
The following is a DFT calculation (ωB97M-V/def2-TZVPD) of a structure of composition C36H32N3O2PRu.

Each line ends with the Mulliken spin population.
Geometry (Å):
Ru  -0.1587  -0.6449  -0.4105  2.590
C  0.7441  1.5463  -3.3336  0.027
O  0.0242  1.3816  -2.1168  0.015
C  -0.4625  2.5283  -1.5448  0.115
C  -0.3644  3.7754  -2.1326  -0.084
C  -0.9451  4.8729  -1.5061  0.151
C  -1.6411  4.7262  -0.3109  -0.060
C  -1.7480  3.4806  0.2762  0.189
C  -1.1397  2.3717  -0.3181  -0.055
N  -1.1624  1.1138  0.2273  0.526
N  -2.2010  0.8737  1.0584  0.467
C  -2.0792  -0.0568  2.0039  0.188
C  -0.8359  -0.6485  2.4602  0.215
O  0.2514  -0.5166  1.7773  0.317
C  -0.8362  -1.4501  3.6415  -0.035
C  -1.9895  -1.7733  4.2711  0.181
C  -3.2614  -1.3189  3.7706  -0.003
C  -4.4563  -1.7152  4.3818  -0.003
C  -5.6723  -1.2888  3.8943  0.039
C  -5.7210  -0.4439  2.7819  -0.004
C  -4.5564  -0.0334  2.1733  0.082
C  -3.3108  -0.4711  2.6503  -0.053
H  0.0707  1.8777  -4.1261  0.005
H  1.1526  0.5717  -3.5760  -0.008
H  1.5534  2.2691  -3.2061  -0.002
H  0.1437  3.9043  -3.0762  -0.002
H  -0.8626  5.8446  -1.9702  0.008
H  -2.0961  5.5830  0.1625  -0.001
H  -2.2889  3.3356  1.2010  0.001
H  0.1202  -1.8172  3.9845  0.001
H  -1.9773  -2.3997  5.1519  0.009
H  -4.4120  -2.3634  5.2463  0.002
H  -6.5860  -1.6022  4.3763  0.002
H  -6.6758  -0.1028  2.4071  0.000
H  -4.5806  0.6387  1.3267  0.019
C  -4.1571  -0.8445  -2.1305  0.005
C  -4.5437  -2.1330  -1.7845  0.017
C  -3.6350  -2.9846  -1.1871  0.001
C  -2.3429  -2.5339  -0.9399  0.072
N  -1.9937  -1.2717  -1.2519  0.000
C  -2.8714  -0.4479  -1.8336  0.049
C  -1.2538  -3.3254  -0.3461  -0.230
C  -1.3979  -4.6763  -0.0448  -0.036
C  -0.3317  -5.3846  0.4800  0.055
C  0.8751  -4.7400  0.7115  -0.031
C  1.0124  -3.3885  0.4306  0.008
C  -0.0379  -2.6534  -0.1112  0.046
H  -4.8371  -0.1554  -2.6038  0.000
H  -5.5518  -2.4708  -1.9777  0.000
H  -3.9215  -3.9850  -0.9082  0.001
H  -2.5159  0.5523  -2.0459  -0.008
H  -2.3346  -5.1873  -0.2183  -0.001
H  -0.4424  -6.4346  0.7101  0.003
H  1.7092  -5.2920  1.1223  -0.002
H  1.9486  -2.9096  0.6562  0.018
C  3.2503  -0.7292  1.0508  0.029
P  2.2095  -0.0689  -0.2809  0.073
C  2.3854  1.7194  -0.0207  0.040
C  3.0906  -0.4858  -1.8093  -0.008
C  2.5819  -1.4709  -2.6482  0.052
C  3.2532  -1.8194  -3.8114  0.037
C  4.4420  -1.1859  -4.1421  0.002
C  4.9665  -0.2112  -3.3030  0.001
C  4.2959  0.1336  -2.1411  -0.008
H  3.5832  -1.7386  0.8193  -0.002
H  2.6923  -0.7256  1.9858  0.002
H  4.1335  -0.0914  1.1443  0.003
H  3.4124  2.0409  -0.1926  0.003
H  2.1191  1.9284  1.0169  -0.003
H  1.7147  2.2774  -0.6675  -0.008
H  1.6535  -1.9920  -2.3909  -0.019
H  2.8491  -2.5872  -4.4554  0.001
H  4.9664  -1.4546  -5.0481  0.000
H  5.8985  0.2755  -3.5525  0.000
H  4.7227  0.8894  -1.4962  0.001

Force components x, y, z for each atom (eV/Å):
Ru -0.3 -0.2 0.1
C 0.0 -0.1 -0.2
O -0.1 0.0 0.2
C -0.2 0.2 -0.2
C 0.0 0.0 0.0
C -0.1 0.0 0.1
C 0.1 -0.1 -0.1
C -0.1 0.1 0.1
C 0.2 -0.3 0.0
N -0.2 0.2 -0.1
N 0.2 -0.1 0.0
C -0.3 0.1 0.2
C 0.1 -0.1 0.0
O 0.1 0.0 0.1
C -0.1 0.1 -0.1
C 0.0 0.1 -0.1
C 0.1 -0.1 0.1
C 0.0 0.0 0.0
C 0.1 0.0 0.0
C 0.0 0.0 0.0
C 0.0 0.0 0.0
C 0.0 0.0 0.0
H 0.0 0.0 0.0
H 0.0 0.0 -0.1
H 0.0 -0.1 0.0
H 0.0 0.1 0.0
H 0.0 0.1 0.0
H 0.0 0.1 0.0
H 0.0 0.0 0.0
H 0.1 0.0 0.0
H 0.0 0.0 0.1
H 0.0 0.0 0.0
H -0.1 0.0 0.0
H 0.0 0.0 0.0
H 0.0 0.0 0.0
C 0.1 0.0 0.0
C 0.0 0.0 0.0
C 0.1 0.1 0.0
C 0.0 -0.1 0.0
N 0.2 0.1 0.1
C -0.1 0.1 0.0
C -0.1 0.0 -0.1
C 0.0 0.0 0.0
C 0.0 0.0 0.0
C 0.0 0.0 0.0
C -0.1 0.0 0.0
C 0.0 0.0 -0.1
H -0.1 0.1 0.0
H 0.0 0.0 0.0
H 0.0 -0.1 0.0
H 0.0 0.0 0.0
H 0.0 0.0 0.0
H 0.0 0.0 0.0
H 0.0 0.0 0.0
H 0.1 0.1 0.0
C 0.1 0.0 0.0
P 0.0 -0.1 -0.1
C 0.1 0.0 0.0
C 0.2 0.2 0.1
C -0.3 -0.3 0.0
C 0.0 0.0 0.0
C 0.0 0.0 0.0
C -0.1 0.0 0.0
C 0.0 0.0 -0.1
H 0.0 0.0 0.0
H 0.0 0.0 0.0
H 0.0 -0.1 0.0
H 0.0 0.0 0.1
H 0.0 0.0 0.0
H 0.1 0.0 0.0
H 0.2 0.2 0.0
H 0.0 0.0 0.0
H 0.0 0.0 0.0
H 0.0 0.0 0.0
H 0.0 0.0 0.0

Charge: +1
E, eV: -58279.772
E_HOMO (alpha / beta), eV: -8.7 / -10.7
Spin multiplicity: 6
Energy relative to the best compared isomer or geometry (same formula, charge and spin), kcal/mol: 8.8


Entry 2:
The following is a DFT calculation (ωB97M-V/def2-TZVPD) of a cluster of 2 separate species, C29H29F5N3O in total at a distorted geometry.

Each line ends with the Mulliken charge.
Geometry (Å):
C  4.5185  -0.7639  -1.7183  -0.853
C  5.6380  -0.1398  -0.8734  -0.978
C  5.1661  0.1309  0.5710  -0.569
C  3.7424  0.6028  0.6913  0.539
N  3.2759  1.0007  1.9665  -0.063
C  4.1279  1.0038  3.1790  -0.777
C  3.2256  1.3871  4.3661  -0.529
C  1.7659  1.2522  3.8639  -0.580
C  1.8517  0.9000  2.3667  -0.042
C  2.9095  0.6114  -0.3621  -0.142
C  3.2853  0.1561  -1.7363  -0.570
H  4.8691  -0.9790  -2.7368  0.364
H  4.2443  -1.7386  -1.2944  0.326
H  6.5299  -0.7834  -0.8766  0.371
H  5.9625  0.8016  -1.3365  0.339
H  5.2660  -0.7846  1.1660  0.319
H  5.8214  0.8673  1.0525  0.386
H  4.5621  0.0081  3.3022  0.338
H  4.9577  1.7051  3.0464  0.353
H  3.4171  0.7534  5.2417  0.308
H  3.4306  2.4156  4.6883  0.229
H  1.2135  0.4846  4.4207  0.247
H  1.2108  2.1870  4.0122  0.323
H  1.2489  1.5724  1.7504  -0.135
H  1.5119  -0.1201  2.1626  0.279
H  1.9038  0.9614  -0.2109  -0.012
H  3.4968  1.0356  -2.3591  0.296
H  2.4342  -0.3469  -2.2181  0.257
C  -2.8021  -3.0570  3.3402  -0.850
N  -3.4371  -2.9281  2.0302  0.098
C  -4.5436  -3.6408  1.5984  -0.816
C  -4.8577  -3.2107  0.3524  -0.266
N  -3.9619  -2.2126  -0.0014  0.336
C  -4.0798  -1.4829  -1.2286  -1.606
C  -4.0469  -2.1709  -2.4385  0.689
F  -3.9687  -3.5133  -2.4414  -0.282
C  -4.0540  -1.4735  -3.6355  0.480
F  -4.0094  -2.1384  -4.8022  -0.285
C  -4.0769  -0.0854  -3.6306  0.518
F  -3.9957  0.5924  -4.7878  -0.321
C  -4.1267  0.6047  -2.4275  0.502
F  -4.0689  1.9468  -2.4222  -0.373
C  -4.1441  -0.0903  -1.2300  1.124
F  -4.1552  0.5893  -0.0697  -0.399
C  -3.0599  -2.0545  1.0421  -0.054
C  -1.9706  -1.1042  1.1377  0.595
C  -1.5585  -0.4280  -0.0568  -1.214
C  -1.0086  0.8096  -0.0331  0.053
C  -0.7821  1.6211  -1.1932  0.676
C  -0.5467  2.9974  -1.0526  -0.262
C  -0.4141  3.8077  -2.1553  -0.838
C  -0.5019  3.2717  -3.4274  -0.552
C  -0.7218  1.9165  -3.5922  -0.976
C  -0.8586  1.1020  -2.4949  -0.237
O  -1.4439  -0.8470  2.2295  -0.767
H  -1.9219  -2.4188  3.3865  0.296
H  -3.4952  -2.7435  4.1166  0.371
H  -2.4955  -4.0848  3.5206  0.355
H  -5.0793  -4.3734  2.1818  0.484
H  -5.6830  -3.5266  -0.2680  0.494
H  -1.8202  -0.8784  -0.9941  0.908
H  -0.8772  1.2634  0.9322  0.571
H  -0.5136  3.4251  -0.0655  0.423
H  -0.2600  4.8688  -2.0315  0.435
H  -0.4021  3.9109  -4.2902  0.459
H  -0.8058  1.5027  -4.5855  0.526
H  -1.0381  0.0525  -2.6378  0.684

Force components x, y, z for each atom (eV/Å):
C 0.0 0.0 0.0
C -0.2 0.1 -0.1
C 0.3 0.0 0.2
C -0.9 0.2 0.5
N 0.0 0.3 0.8
C 0.0 -0.3 -0.8
C 0.0 0.1 -0.1
C 0.0 0.1 -0.1
C 0.8 -0.1 -0.6
C 0.1 -0.2 0.3
C 0.3 -0.1 -0.3
H 0.0 0.2 0.2
H 0.0 0.1 0.1
H -0.3 0.1 0.2
H -0.2 -0.1 0.1
H 0.0 0.0 0.0
H 0.0 -0.1 -0.1
H 0.1 -0.1 0.3
H -0.1 -0.1 0.1
H 0.0 0.1 -0.3
H -0.1 -0.2 -0.2
H 0.2 0.1 -0.2
H 0.2 -0.2 -0.1
H 0.0 0.0 0.1
H -0.2 -0.1 0.0
H -0.3 0.1 0.0
H 0.0 -0.1 -0.1
H 0.2 0.0 0.1
C 0.5 -0.1 0.5
N -0.1 0.8 -1.7
C 0.3 0.4 -0.2
C 0.1 0.3 0.2
N 0.3 -0.5 1.2
C 0.2 0.0 0.2
C 0.1 -0.3 0.1
F 0.0 0.7 0.0
C 0.0 -0.4 -0.9
F 0.0 0.5 0.8
C 0.1 0.4 -0.7
F -0.2 -0.6 1.0
C 0.2 1.0 0.1
F -0.2 -1.0 0.0
C -0.2 0.2 0.3
F -0.2 -0.4 -0.7
C -2.5 -2.1 0.3
C 2.3 1.9 1.4
C 0.4 0.3 -0.6
C -0.7 -0.9 0.3
C 0.3 0.6 -0.8
C -0.2 -0.6 0.3
C 0.0 0.3 -0.2
C 0.1 0.2 0.0
C -0.1 -0.1 -0.3
C 0.0 0.0 0.4
O -1.0 -0.5 -0.9
H -0.3 -0.1 -0.1
H -0.1 0.0 -0.1
H -0.2 -0.1 -0.2
H 0.3 0.1 0.2
H 0.2 0.2 -0.1
H 0.2 -0.1 -0.2
H 0.2 0.2 0.3
H 0.1 0.1 0.3
H 0.1 0.1 0.0
H 0.0 0.1 -0.1
H 0.1 -0.1 -0.1
H 0.1 -0.3 -0.1

Charge: +1
E, eV: -50640.296
E_HOMO, eV: -8.9
Spin multiplicity: 1
Energy relative to the best compared isomer or geometry (same formula, charge and spin), kcal/mol: 29.9


Entry 3:
The following is a DFT calculation (ωB97M-V/def2-TZVPD) of a structure of composition C13H24Cl2O3W at a distorted geometry.

Each line ends with the Mulliken spin population.
Geometry (Å):
C  -1.3261  1.1335  -1.4539  0.122
C  0.0474  0.7650  -1.6366  -0.002
C  0.7627  1.0929  -0.4576  -0.010
C  0.6526  0.3272  -2.9194  -0.010
C  -0.1461  1.7053  0.4732  0.057
C  -1.4378  1.7761  -0.1644  0.071
C  -2.6165  2.5216  0.3298  -0.024
C  -2.3791  1.0905  -2.5061  -0.036
C  2.2330  0.9819  -0.2957  0.013
C  0.2113  2.2275  1.8209  -0.013
W  -1.0674  -0.4660  0.2049  1.787
Cl  1.7445  -3.1827  -2.9968  0.000
Cl  -1.0280  -2.1893  -1.3757  0.042
O  -1.4526  -0.2092  2.1491  0.016
H  -0.0601  -0.2336  -3.5355  0.001
H  1.5134  -0.3320  -2.7569  -0.001
H  0.9919  1.1983  -3.5027  0.003
H  2.6137  0.0887  -0.8045  0.000
H  2.5072  0.9393  0.7657  0.002
H  2.7515  1.8512  -0.7300  -0.003
H  0.9915  1.6074  2.2796  0.004
H  -0.6639  2.2144  2.4811  -0.004
H  0.6025  3.2541  1.7952  0.000
H  -2.5303  2.7007  1.4045  0.000
H  -3.5514  1.9770  0.1420  -0.006
H  -2.6988  3.5043  -0.1525  0.003
H  -2.1887  0.2737  -3.2109  -0.001
H  -2.3854  2.0244  -3.0866  0.003
H  -3.3755  0.9593  -2.0671  0.000
H  -0.6645  -0.4411  2.6794  0.015
O  -2.9541  -0.6080  0.1439  0.021
H  -3.3275  -0.5342  1.0320  0.024
C  2.3911  -2.7432  0.4121  0.004
C  1.1293  -2.5060  1.1946  -0.003
C  1.3517  -2.4862  2.7024  0.007
O  0.5821  -1.2358  0.8730  -0.109
H  3.0818  -1.9015  0.5812  0.000
H  2.1753  -2.8228  -0.6735  -0.002
H  2.8831  -3.6695  0.7293  0.001
H  0.3781  -3.2682  0.9197  0.026
H  2.0515  -1.6681  2.9286  0.001
H  0.4161  -2.2909  3.2371  0.003
H  1.7904  -3.4259  3.0471  -0.002

Force components x, y, z for each atom (eV/Å):
C 0.5 0.7 0.5
C -0.1 0.6 0.4
C -0.9 1.1 -0.4
C 0.2 -0.5 -0.2
C 0.1 0.0 -1.1
C 0.7 0.0 -0.4
C -0.4 0.1 0.3
C -0.2 0.0 -0.2
C 0.4 -0.3 0.2
C 0.0 0.1 0.3
W 2.4 0.8 -0.8
Cl 0.5 -0.2 -0.5
Cl -0.4 -0.9 -0.5
O 0.0 -0.1 1.8
H 0.2 0.0 0.2
H -0.2 0.0 -0.1
H -0.1 0.0 0.1
H -0.1 0.1 0.2
H 0.0 -0.2 -0.2
H -0.2 -0.1 0.0
H -0.2 0.0 0.0
H 0.2 -0.1 -0.1
H -0.1 0.0 -0.1
H -0.1 -0.1 0.0
H 0.2 0.0 0.1
H 0.0 0.0 0.0
H -0.1 0.0 0.2
H 0.0 0.0 0.0
H 0.2 -0.1 0.0
H -0.6 0.1 -0.6
O -3.2 -0.2 0.2
H 0.1 0.0 -0.1
C 0.3 0.1 -0.5
C -1.2 0.8 -0.1
C 0.2 0.0 0.0
O 1.7 -1.1 0.9
H -0.1 -0.2 0.0
H 0.1 0.1 0.5
H 0.0 0.0 0.0
H 0.3 0.0 0.1
H -0.1 -0.1 0.0
H 0.1 -0.1 -0.1
H 0.0 -0.1 0.1

Charge: -2
E, eV: -46886.513
E_HOMO (alpha / beta), eV: 1.0 / -1.0
Spin multiplicity: 3
Energy relative to the best compared isomer or geometry (same formula, charge and spin), kcal/mol: 0.0